# 1
24
Properties=species:S:1:pos:R:3:forces:R:3 method="wB97M-V/def2-TZVPD" charge=0 orbital_gap_ev=8.12 relative_energy_ev=0.988 homo_ev=-8.4
C 2.036967 1.012766 2.902507 0.7 0.4 -0.1
N 0.960878 0.464363 2.020198 -1.1 -1.5 -3.2
N -0.365640 1.005094 1.980498 0.8 0.7 0.9
C -1.161698 0.881215 0.948467 2.9 -1.4 -0.4
C -0.690573 0.186462 -0.269269 0.1 -0.3 0.8
S -1.779208 0.418289 -1.696155 2.4 0.6 -1.2
C -3.391187 -0.227109 -1.408687 -1.5 -0.4 -0.5
O -2.011013 1.811974 -1.895907 -0.7 1.1 1.1
O -1.061740 -0.127664 -2.825425 -0.5 -1.5 0.0
C 0.600550 -0.441154 -0.277776 -2.2 0.0 -3.4
N 1.147769 -0.993662 -1.498302 0.0 0.2 3.1
N 2.292302 -1.903519 -1.571366 -1.8 -0.4 1.0
C 1.386413 -0.421835 0.980208 -0.8 2.0 0.3
O 2.435676 -0.995735 1.008356 1.5 -0.9 0.8
H 3.144638 0.674504 2.745189 -2.6 -0.4 -0.2
H 2.122068 2.066758 2.671838 -0.3 0.4 0.1
H 1.763044 0.910332 3.949836 0.0 -0.2 -0.1
H -2.165749 1.337365 0.951988 0.8 -0.2 0.4
H -4.094607 0.344440 -2.094318 1.1 -0.7 0.8
H -3.635822 0.005072 -0.391151 -0.2 0.5 0.6
H -3.600623 -1.302090 -1.476591 0.7 0.2 -0.4
H 0.540710 -0.998983 -2.328978 0.3 0.0 0.8
H 3.076110 -1.330586 -1.779844 0.8 0.4 0.1
H 2.450732 -2.376296 -0.645317 -0.3 1.0 -1.3

# 2
6
Properties=species:S:1:pos:R:3:forces:R:3 method="wB97M-V/def2-TZVPD" charge=-1 orbital_gap_ev=8.50 relative_energy_ev=1.383 homo_ev=-4.5
C -1.176694 0.350509 -0.202100 2.5 -2.5 -1.1
N -1.963441 0.880279 0.437202 -1.1 0.8 0.3
N 0.101151 -0.718061 -0.680062 -3.3 1.1 0.6
O 0.002450 -1.799577 0.210731 0.8 1.2 -0.7
F 1.757014 1.495159 -0.154606 -0.4 -1.5 0.2
S 1.279518 -0.208308 0.388835 1.4 0.8 0.7

# 3
49
Properties=species:S:1:pos:R:3:forces:R:3 method="wB97M-V/def2-TZVPD" charge=-1 orbital_gap_ev=9.41 homo_ev=-6.6
O -0.884731 -1.321450 -1.116875 0.1 0.0 0.1
S -1.600760 -2.097722 -2.084815 0.0 0.1 -0.1
O -2.094021 -3.376714 -1.679254 0.0 -0.1 0.0
Cl -3.289837 -0.965678 -2.471347 -0.1 0.1 -0.1
N -0.982488 -2.043959 -3.540476 0.1 -0.3 0.2
S 0.243927 -3.000382 -3.857557 -0.2 0.2 -0.1
O -0.084003 -4.385206 -3.979566 0.0 -0.1 0.0
O 1.449598 -2.645479 -3.173267 0.1 0.0 0.1
Br 0.578096 -2.312505 -5.975153 0.0 0.1 -0.1
C 0.507372 1.630006 -4.382130 0.0 0.0 0.0
C 1.002151 0.892753 -3.143356 0.0 0.1 0.0
C 0.636551 1.585548 -1.832860 0.0 0.0 0.0
C 1.229454 2.984862 -1.651112 0.0 0.0 0.0
C 2.753276 3.048540 -1.748672 0.0 0.0 0.0
C 3.462722 2.203518 -0.695706 0.0 0.0 0.0
H 0.958551 2.621255 -4.483371 0.0 0.0 0.0
H 0.740611 1.065395 -5.286050 0.0 0.0 0.0
H -0.577623 1.756894 -4.342949 0.0 0.0 0.0
H 2.084617 0.744051 -3.206604 0.0 0.0 0.0
H 0.563501 -0.102054 -3.130545 0.0 0.0 0.0
H 0.936632 0.942591 -1.001968 0.0 0.0 0.0
H -0.453732 1.656087 -1.765740 0.0 0.0 0.0
H 0.922746 3.371329 -0.672280 0.0 0.0 0.0
H 0.800442 3.666459 -2.392059 0.0 0.0 0.0
H 3.070299 4.091575 -1.648082 0.0 0.0 0.0
H 3.072163 2.728492 -2.744425 0.0 0.0 0.0
H 3.170117 2.512073 0.311155 0.0 0.0 0.0
H 4.547169 2.302620 -0.774747 0.0 0.0 0.0
H 3.219544 1.146054 -0.803303 0.0 0.0 0.0
C -0.782137 0.096908 5.792476 0.0 0.0 0.0
C -0.132474 -0.768189 4.717163 0.0 0.0 0.0
C -0.388121 -0.270710 3.295329 0.0 0.0 0.0
C -1.860371 -0.231368 2.882173 0.0 0.0 0.0
C -2.594332 -1.567487 2.998991 0.0 0.0 0.0
C -1.986234 -2.659990 2.126577 -0.1 0.0 0.0
H -1.868789 0.108844 5.694285 0.0 0.0 0.0
H -0.546274 -0.271215 6.792777 0.0 0.0 0.0
H -0.431083 1.129468 5.724283 0.0 0.0 0.0
H -0.484211 -1.798779 4.818088 0.0 0.0 0.0
H 0.947508 -0.800170 4.886846 0.0 0.0 0.0
H 0.166650 -0.897324 2.593274 0.0 0.0 0.0
H 0.029005 0.736661 3.191757 0.0 0.0 0.0
H -1.912233 0.104647 1.842591 0.0 0.0 0.0
H -2.389842 0.522584 3.473673 0.0 0.0 0.0
H -3.635743 -1.411459 2.704066 0.0 0.0 0.0
H -2.622386 -1.893733 4.044346 0.0 0.0 0.0
H -1.961233 -2.350195 1.081716 0.0 0.0 0.0
H -2.566703 -3.582029 2.186982 0.0 0.0 0.0
H -0.963346 -2.895416 2.425721 0.0 0.0 0.0

# 4
15
Properties=species:S:1:pos:R:3:forces:R:3 method="wB97M-V/def2-TZVPD" charge=0 orbital_gap_ev=8.49 relative_energy_ev=0.930 homo_ev=-7.5
C -1.119868 -1.076549 0.676149 -0.3 -0.2 0.1
N -0.247559 -0.652019 -0.423606 0.2 0.2 0.1
C 1.045338 -1.160469 -0.167076 0.3 0.0 -0.1
C 1.912446 -0.137635 -0.009603 0.0 -0.1 0.0
C 1.181628 1.093716 -0.209699 0.0 0.1 -0.1
C -0.101887 0.743667 -0.490745 0.1 0.0 0.0
N -1.180460 1.523185 -0.902890 0.0 0.0 0.3
H -2.118165 -0.640145 0.596405 0.1 0.0 0.0
H -1.216249 -2.162078 0.672599 -0.1 0.0 -0.1
H -0.646096 -0.778316 1.621564 -0.3 0.0 0.0
H 1.181018 -2.233804 -0.100733 0.0 0.3 0.1
H 2.960102 -0.224664 0.244895 -0.1 0.0 -0.2
H 1.575035 2.101481 -0.168245 0.0 -0.2 -0.1
H -2.092148 1.115919 -0.737334 0.2 0.1 0.0
H -1.133132 2.487706 -0.601676 0.0 -0.2 0.0

# 5
6
Properties=species:S:1:pos:R:3:forces:R:3 method="wB97M-V/def2-TZVPD" charge=+2 orbital_gap_ev="7.28 / 7.48" spin_multiplicity=2 homo_ev="-21.3 / -22.2"
H -2.106742 -0.207898 -0.239932 -0.8 0.5 -0.7
O -1.418801 0.500869 -0.373675 1.8 -2.0 4.5
C -0.463280 0.112366 0.453926 -1.6 1.6 -6.0
C 0.834095 -0.070305 0.239784 -0.3 0.2 8.1
F 1.638906 -0.110904 1.362798 -0.8 0.1 -2.7
Al 1.515821 -0.224128 -1.442902 1.6 -0.4 -3.3

# 6
89
Properties=species:S:1:pos:R:3:forces:R:3 method="wB97M-V/def2-TZVPD" charge=+1 orbital_gap_ev=7.96 homo_ev=-10.9
C 1.001661 2.340004 0.911435 -0.5 0.9 0.3
C 0.414460 1.587917 2.138248 0.7 -0.1 -0.6
C -0.258857 0.239948 1.831469 -0.8 0.1 0.4
C -1.405362 0.373346 0.765408 0.8 -0.1 1.2
C -2.747814 -0.004435 1.428221 0.1 0.7 -0.2
C -1.097673 -0.276398 -0.589320 -0.4 0.1 -1.7
Cl 0.678167 -0.548075 -0.984868 -0.1 0.1 0.9
N -1.509216 0.606751 -1.685763 -0.7 0.6 -0.5
C -2.239210 0.018494 -2.690643 0.8 -0.4 2.5
N -2.444313 0.574461 -3.857725 -0.5 0.0 -0.1
C -3.247132 -0.160738 -4.870662 0.5 0.8 -0.2
C -3.271118 0.449822 -6.283419 -0.9 -0.2 -0.1
N -4.172991 0.080687 -7.089902 0.4 0.1 0.1
C -1.886593 1.900939 -4.174644 0.6 0.6 -0.8
C -0.600366 1.832274 -5.030354 0.6 0.3 0.5
C 0.653568 1.434385 -4.271663 -0.3 -0.5 -0.2
C 1.299112 2.226738 -3.339410 -0.7 0.8 0.1
C 2.455014 1.800140 -2.735584 0.8 0.3 0.7
C 3.019548 0.584088 -3.049025 0.2 -0.6 -0.1
C 2.379433 -0.231551 -3.964831 0.7 -0.3 0.1
C 1.220089 0.205765 -4.557962 -0.6 -0.6 -0.6
N -2.641031 -1.219748 -2.236123 -0.9 -0.1 -0.6
C -4.054068 -1.570151 -2.170499 -1.0 0.6 -0.8
C -4.900665 -0.758567 -1.167771 -0.7 -0.8 1.6
O -5.475257 -1.328966 -0.269008 0.7 0.7 -1.1
O -4.982394 0.603486 -1.235274 0.3 -0.5 -0.5
C -1.759443 -1.599202 -1.122010 1.3 -1.3 -0.6
C -2.194523 -2.735279 -0.201426 -1.1 0.3 0.8
P -2.052462 -4.366056 -0.990172 0.9 -1.4 -1.1
O -1.101152 -4.410518 -2.116468 0.1 0.7 -0.1
O -1.593773 -5.432313 0.110880 -0.6 0.7 0.2
O -3.487532 -4.868060 -1.519803 0.0 0.7 0.6
H 0.681725 1.955827 -0.062103 0.2 -0.1 0.2
H 2.090731 2.438244 0.938978 -0.2 -0.4 -0.1
H 0.631164 3.376258 0.951259 0.1 -0.2 -0.1
H -0.283760 2.267158 2.642805 -0.1 -0.4 0.0
H 1.239663 1.406126 2.828304 -0.3 0.0 0.1
H -0.755764 -0.055855 2.764692 0.2 -0.1 -0.2
H 0.442312 -0.567626 1.605052 0.1 0.3 -0.1
H -1.467758 1.459884 0.596405 0.0 -0.2 -0.3
H -3.576182 0.381105 0.825084 -0.1 -0.5 0.1
H -2.848796 -1.051810 1.712996 0.0 0.1 -0.3
H -2.787449 0.561832 2.366470 0.0 -0.1 -0.2
H -1.742848 1.566737 -1.473521 0.6 0.1 0.0
H -4.285104 -0.138378 -4.526218 0.1 -0.3 -0.3
H -2.846811 -1.177810 -4.944624 -0.2 0.1 0.2
H -2.593227 1.223706 -6.643235 0.1 -0.2 0.3
H -4.787090 -0.622959 -6.669877 -0.1 0.0 -0.1
H -1.646817 2.479197 -3.281575 -0.2 -0.3 0.1
H -2.616740 2.503445 -4.726710 -0.2 -0.4 0.2
H -0.685587 1.149129 -5.879428 -0.2 0.2 0.1
H -0.421858 2.841201 -5.428781 -0.3 -0.2 0.0
H 0.899134 3.208366 -3.084734 0.0 -0.1 0.0
H 2.965751 2.409927 -1.994733 -0.2 0.1 -0.1
H 3.946859 0.254782 -2.589984 -0.1 0.1 0.0
H 2.814753 -1.190044 -4.232555 -0.1 0.1 0.0
H 0.734131 -0.435133 -5.294322 0.1 0.1 0.1
H -4.525529 -1.433770 -3.153026 0.2 -0.1 0.2
H -4.232360 -2.622204 -1.939042 0.4 0.2 0.2
H -4.723956 0.938310 -2.105026 0.0 0.0 0.1
H -0.941098 -2.075661 -1.676024 0.0 0.2 0.3
H -1.520025 -2.744190 0.664636 0.0 -0.1 -0.2
H -3.206273 -2.604150 0.209903 0.2 -0.1 -0.1
H -0.781275 -5.836846 -0.227421 0.0 -0.1 0.1
H -3.334464 -5.150174 -2.434368 -0.1 -0.1 0.1
F 0.743464 -0.562928 5.014577 0.0 0.0 -0.1
C 1.118948 0.339383 5.949803 0.1 0.3 0.3
C 0.520277 0.311121 7.192920 -0.2 -0.2 0.1
C 0.913276 1.236141 8.150289 0.1 0.1 -0.1
C 1.888110 2.179046 7.849552 0.0 0.0 0.1
C 2.475469 2.195024 6.591735 -0.1 -0.1 0.1
C 2.091948 1.265519 5.636100 0.1 0.0 -0.3
H -0.242550 -0.426598 7.405780 0.0 0.0 0.0
H 0.458288 1.221221 9.131620 0.0 0.0 0.0
H 2.189345 2.901122 8.597084 0.0 0.0 0.0
H 3.232083 2.931151 6.354349 0.0 0.0 0.0
H 2.544754 1.255850 4.653636 0.0 0.0 0.0
F 3.318228 0.549791 2.431252 0.0 0.0 -0.1
C 4.507580 -0.015178 2.747730 0.4 -0.2 0.1
C 5.669826 0.692763 2.519778 0.0 0.3 -0.1
C 6.886450 0.112982 2.850184 -0.1 -0.1 0.0
C 6.923189 -1.164758 3.392332 0.1 0.0 0.0
C 5.742890 -1.862638 3.610110 0.1 0.1 0.0
C 4.523242 -1.283267 3.290831 -0.3 -0.1 0.0
H 5.619918 1.684840 2.089323 0.0 0.0 0.0
H 7.805814 0.658416 2.684236 0.0 0.0 0.0
H 7.873348 -1.616189 3.645606 0.0 0.0 0.0
H 5.771449 -2.859505 4.029312 0.0 0.0 0.0
H 3.591134 -1.807108 3.461244 0.0 0.0 0.0

Number 1: calculated total energy -1077.43141 Eh. Number 2: calculated total energy -720.80493 Eh. Number 3: calculated total energy -4660.40557 Eh. Number 4: calculated total energy -304.80130 Eh. Number 5: calculated total energy -493.36669 Eh. Number 6: calculated total energy -2879.61269 Eh.